{"formula": "C3H9Cl3CrN3O18", "method": "wB97M-V/def2-TZVPD", "s2": 8.7687, "e_tot_ev": -110535.533, "multiplicity": 6, "homo_energy_ev": [-9.41, -9.42], "species": ["Cr", "Cl", "Cl", "Cl", "O", "O", "O", "O", "O", "O", "O", "O", "O", "O", "O", "O", "O", "O", "O", "O", "O", "O", "N", "N", "N", "C", "C", "C", "H", "H", "H", "H", "H", "H", "H", "H", "H"], "coordinates": [[-0.57006, 0.34962, 0.16585], [-3.63248, -1.35327, -0.69659], [0.44257, -1.97727, -2.53614], [-0.57948, 2.25434, 2.43437], [-0.27815, -1.18246, 1.59565], [0.14010, -1.25834, -1.32923], [-2.61489, 3.11386, -1.70611], [-0.71112, 3.47837, 3.14853], [-0.39271, -3.03549, -2.92565], [-1.37790, 1.33089, -1.78552], [0.70432, -3.11206, 1.44907], [0.66559, 1.59526, 2.64665], [-2.89787, -0.55351, 0.19689], [-4.91861, -1.73770, -0.16859], [1.91475, 0.56682, 0.15873], [-2.85312, -2.57259, -0.97069], [2.56784, -0.52295, 1.88330], [1.78191, -2.44026, -2.16109], [-0.66860, 2.53454, 1.02808], [0.62580, -1.00075, -3.56974], [-3.79548, -0.68108, -1.90206], [-1.67716, 1.27326, 2.56743], [-1.78146, 2.40730, -2.28235], [0.31078, -2.21681, 2.10918], [2.79701, 0.17316, 0.88164], [4.17230, 0.49056, 0.55606], [-1.15661, 2.89621, -3.55577], [0.72665, -2.31074, 3.55933], [0.66493, -3.34422, 3.90022], [-0.36286, 3.60878, -3.33148], [0.07013, -1.70489, 4.18385], [1.73639, -1.90103, 3.58516], [-0.79435, 2.00110, -4.06140], [4.49799, -0.13629, -0.27405], [4.24884, 1.49285, 0.13458], [-1.95872, 3.29230, -4.17852], [4.95391, 0.18246, 1.25052]], "atomic_forces_ev_per_a": [[0.24, 0.07, -0.87], [-0.64, 0.53, 1.49], [6.72, 0.81, -0.64], [-1.66, -1.24, 0.51], [0.93, -2.29, 2.31], [-3.58, 1.65, 2.83], [1.67, -1.38, -1.64], [-0.18, -0.79, 0.28], [-1.58, -0.38, 0.43], [0.18, 0.82, -0.69], [-0.19, -0.59, -0.78], [0.73, -0.11, 0.84], [0.37, 0.36, 1.17], [1.21, -0.45, -0.21], [-0.16, 0.61, -0.77], [-0.50, -0.75, -0.25], [0.91, 0.92, -1.40], [-0.85, -1.09, -0.96], [0.56, 0.25, -3.46], [-1.23, 0.09, -0.63], [-0.27, 0.34, -2.26], [0.74, 0.78, 1.31], [-1.06, 0.89, 2.74], [-0.16, 2.10, -1.08], [-0.97, -1.79, 2.50], [1.78, -0.12, -1.56], [-0.58, -1.14, -0.47], [-0.94, 1.03, 0.43], [0.15, 0.08, -0.56], [-0.26, -0.11, 0.15], [0.04, 0.18, -0.31], [-0.12, -0.16, -0.06], [0.36, 0.12, 0.22], [-0.78, -0.26, -0.46], [-0.15, 0.06, 0.61], [0.12, 0.38, 0.37], [-0.85, 0.60, 0.89]], "nbo_charge": [1.480, 2.515, 2.577, 2.547, -0.522, -0.950, -0.281, -0.769, -0.784, -0.470, -0.233, -0.841, -0.804, -0.603, -0.391, -0.423, -0.385, -0.877, -0.931, -0.853, -0.653, -0.856, 0.549, 0.573, 0.559, -0.505, -0.475, -0.470, 0.241, 0.255, 0.243, 0.266, 0.257, 0.264, 0.251, 0.244, 0.253]}


{"formula": "C10H18N4O", "method": "wB97M-V/def2-TZVPD", "charge": 2, "e_tot_ev": -18648.957, "smiles": "[H]/N=[N+](\\CCCN)C(=O)[N+]1=C(C)CCC=C1", "homo_energy_ev": -16.52, "species": ["O", "N", "N", "N", "N", "C", "C", "C", "C", "C", "C", "C", "C", "C", "C", "H", "H", "H", "H", "H", "H", "H", "H", "H", "H", "H", "H", "H", "H", "H", "H", "H", "H"], "coordinates": [[1.36284, 1.71346, -1.23476], [-1.01012, -0.23537, 0.17374], [-3.38899, -1.15398, -0.78001], [-0.55224, 0.48727, -0.68299], [1.62251, 0.10364, 0.43682], [-2.73931, 0.90402, -1.94304], [3.45468, 1.73944, 0.68809], [-3.16297, -0.56816, -2.07861], [3.12945, -0.31337, 2.19052], [1.22122, -1.27085, 0.51868], [2.08753, -1.28615, 2.77360], [1.39967, -1.90132, 1.65103], [2.73913, 0.56259, 1.10067], [0.95920, 0.81113, -0.55777], [-1.26995, 1.18676, -1.67004], [4.08230, -0.95357, 1.90624], [-1.12527, 2.25664, -1.50256], [-2.41657, -1.30373, -2.52799], [1.14348, -2.99486, 1.68411], [3.39776, 0.30490, 3.15581], [0.75340, -1.71547, -0.26967], [-4.05790, -0.65444, -0.28595], [4.28872, 1.95712, 1.26019], [-3.59559, -2.14326, -0.89231], [-0.60467, 1.21843, -2.57830], [-4.08299, -0.49443, -2.77060], [3.89519, 1.77077, -0.31169], [-1.97128, -0.53480, -0.06601], [1.24945, -0.70377, 3.24031], [-2.92521, 1.50375, -2.80279], [2.78562, 2.68326, 0.58284], [-3.47524, 1.39860, -1.33871], [2.67046, -1.94360, 3.36146]], "atomic_forces_ev_per_a": [[-0.36, -1.44, 1.02], [0.88, -0.16, 0.44], [1.63, -0.83, -0.58], [1.29, -0.27, 1.69], [0.74, 0.34, -0.28], [0.71, -1.15, -0.03], [-1.57, 2.37, -1.42], [-0.42, -0.15, -2.36], [2.02, -0.31, 2.90], [1.09, 0.15, 2.80], [-1.00, 2.26, -1.24], [0.19, -3.45, -0.61], [-1.59, -1.22, -1.41], [0.13, 2.82, -1.39], [0.34, 2.04, -2.80], [-1.46, 1.57, 0.25], [-0.13, 0.19, 0.85], [-0.71, 1.52, -0.17], [0.07, 1.25, -0.02], [0.24, -0.60, -2.20], [-0.84, -0.69, -2.26], [-1.94, 0.54, 1.17], [1.28, 0.35, 1.85], [-0.31, 0.27, 0.48], [-0.84, -0.91, 0.34], [1.20, -0.69, 1.07], [-0.49, -0.83, -0.49], [-1.92, -0.34, 0.00], [1.11, -0.48, 0.72], [0.04, -0.11, -1.41], [0.78, -1.44, 0.50], [0.07, 0.18, 1.44], [-0.24, -0.76, 1.12]], "nbo_charge": [-0.407, -0.126, -0.842, -0.003, -0.434, -0.464, -0.758, -0.239, -0.532, -0.093, -0.448, -0.105, 0.608, 0.804, -0.310, 0.329, 0.293, 0.208, 0.267, 0.324, 0.235, 0.384, 0.283, 0.411, 0.281, 0.230, 0.332, 0.401, 0.248, 0.277, 0.322, 0.250, 0.273]}


{"formula": "C6H15AlN2O5", "method": "wB97M-V/def2-TZVPD", "e_above_lowest_kj_mol": 0.00, "charge": 2, "e_tot_ev": -26252.278, "homo_energy_ev": -17.15, "species": ["Al", "O", "O", "O", "O", "O", "N", "N", "C", "C", "C", "C", "C", "C", "H", "H", "H", "H", "H", "H", "H", "H", "H", "H", "H", "H", "H", "H", "H"], "coordinates": [[-1.37831, -1.03467, 0.98612], [1.33043, -1.43583, -0.02147], [0.85770, -1.35405, 2.83401], [2.02759, -3.03196, 3.29070], [-2.52709, 0.69582, -0.55741], [1.74717, -1.50044, 4.74308], [1.54810, -1.97390, 3.65941], [0.20757, 1.24000, -0.03204], [-1.87440, 1.75327, -1.26991], [0.99184, 0.70990, -1.14262], [2.25009, -2.49751, 0.27502], [-3.90330, 0.55339, -0.96810], [-0.70250, 2.29073, -0.45300], [1.99019, -0.33164, -0.62934], [-4.45580, 1.44473, -0.67681], [-4.03521, 0.38742, -2.03976], [-1.62813, 1.31479, -2.24261], [2.61602, -0.65036, -1.46745], [-4.26256, -0.35698, -0.49411], [0.88047, 1.67282, 0.60166], [-0.24075, 3.15797, -0.94088], [2.95081, -2.11661, 1.02433], [-2.53716, 2.58252, -1.52731], [2.67471, 0.06004, 0.13360], [1.72351, -3.38609, 0.61175], [0.41026, 0.32056, -1.97620], [-1.09644, 2.79611, 0.43343], [1.61588, 1.51394, -1.55427], [2.81932, -2.82396, -0.59984]], "atomic_forces_ev_per_a": [[0.57, 1.20, -0.91], [-0.10, -0.27, 0.00], [-0.88, 1.14, -0.43], [-0.02, -0.15, -0.01], [0.09, -0.09, 0.41], [-0.18, 0.09, -0.13], [0.79, -0.73, 0.30], [0.44, 0.24, -0.52], [0.36, -0.27, -0.58], [1.07, -0.75, 0.49], [-0.12, -0.30, -0.26], [-0.22, -0.41, 0.02], [-1.55, 0.45, 0.48], [-0.06, 0.11, -0.23], [-0.12, -0.15, 0.16], [0.47, 0.18, -0.07], [0.53, 0.24, 0.02], [-0.01, -0.21, 0.04], [-0.27, 0.20, 0.26], [-0.21, -0.40, 0.47], [0.46, -0.50, -0.55], [0.11, -0.17, 0.09], [-0.27, -0.06, 0.50], [-0.07, 0.41, -0.04], [-0.27, 0.30, 0.25], [-0.35, -0.07, 0.29], [-0.18, -0.43, 0.21], [-0.02, 0.06, -0.08], [0.02, 0.36, -0.17]], "nbo_charge": [1.164, -0.445, -0.279, -0.176, -0.628, -0.115, 0.701, -0.522, -0.089, -0.278, -0.273, -0.259, -0.287, -0.090, 0.213, 0.210, 0.196, 0.235, 0.199, 0.408, 0.254, 0.218, 0.233, 0.213, 0.230, 0.237, 0.241, 0.253, 0.236]}


{"formula": "C5H8O2", "method": "wB97M-V/def2-TZVPD", "e_above_lowest_kj_mol": 260.87, "e_tot_ev": -9407.128, "smiles": "C[C@@]12C[C@]1(O)CO2", "homo_energy_ev": -9.33, "species": ["O", "O", "C", "C", "C", "C", "C", "H", "H", "H", "H", "H", "H", "H", "H"], "coordinates": [[-0.65456, -1.40052, 0.32264], [1.05583, 1.50419, 1.02047], [0.94102, -0.11186, -0.83436], [-1.65181, 0.50026, -1.00121], [0.57489, 0.28997, 0.58060], [-0.47900, -0.17135, -0.37824], [0.30540, -1.01782, 1.33517], [1.54914, -1.00126, -0.94761], [1.17904, 0.72724, -1.48809], [-2.49154, 0.47060, -0.30207], [2.00276, 1.34239, 1.14830], [-0.18905, -1.04737, 2.31489], [-1.94455, 0.02976, -1.94493], [-1.39089, 1.54587, -1.19221], [1.19333, -1.66009, 1.36666]], "atomic_forces_ev_per_a": [[-0.19, -0.07, -0.01], [-0.21, 0.05, 0.80], [0.29, -0.10, -0.03], [-0.03, -0.01, 0.01], [0.45, -0.39, -0.38], [-0.18, 0.24, -0.18], [0.34, -0.04, 0.13], [-0.25, -0.20, -0.37], [0.00, -0.12, 0.28], [0.03, 0.04, -0.13], [-0.21, 0.41, -0.05], [0.20, 0.55, -0.19], [0.03, 0.03, 0.14], [-0.08, -0.14, -0.04], [-0.19, -0.24, -0.01]], "nbo_charge": [-0.514, -0.675, -0.476, -0.631, 0.175, 0.264, -0.088, 0.211, 0.224, 0.227, 0.473, 0.194, 0.221, 0.228, 0.166]}


{"formula": "C12H8N3O5OsS3", "method": "wB97M-V/def2-TZVPD", "e_above_lowest_kj_mol": 145.05, "charge": -1, "e_tot_ev": -62254.641, "homo_energy_ev": -4.87, "species": ["Os", "S", "S", "S", "O", "O", "O", "O", "O", "N", "N", "N", "C", "C", "C", "C", "C", "C", "C", "C", "C", "C", "C", "C", "H", "H", "H", "H", "H", "H", "H", "H"], "coordinates": [[0.99003, 1.32217, 0.58604], [1.75402, -1.14366, -0.03997], [2.38757, 2.04370, 2.53612], [2.05726, 1.48279, -1.48437], [3.49122, 2.35241, 3.38209], [1.02999, 2.29512, 3.05950], [-0.22719, 2.63974, -0.22412], [2.41148, 2.72642, 1.15333], [2.34303, 0.59994, 2.04451], [-0.57282, 0.07186, 0.31054], [5.50072, 1.04174, -2.75197], [5.30519, -2.31359, -0.27589], [3.30324, -0.73731, -0.67674], [-2.25592, -2.77218, -0.70000], [-3.29227, -3.65819, -0.93817], [4.42407, -1.59527, -0.45747], [0.01886, 4.01233, -0.00830], [3.39648, 0.39198, -1.40568], [-3.82745, -1.22606, 0.30898], [-4.58756, -3.33452, -0.55686], [4.57025, 0.74233, -2.14501], [-2.52995, -1.55566, -0.07652], [-4.85394, -2.12218, 0.06548], [-1.45349, -0.64260, 0.16005], [-4.01730, -0.27693, 0.79106], [1.05474, 4.29204, -0.22232], [-1.23888, -3.00531, -0.98628], [-0.19527, 4.29642, 1.02795], [-5.39406, -4.03131, -0.74483], [-0.64021, 4.58148, -0.67138], [-3.08766, -4.60396, -1.42153], [-5.86420, -1.87374, 0.36174]], "atomic_forces_ev_per_a": [[1.56, -2.50, -1.07], [-0.37, 1.12, 0.72], [-0.32, 0.37, 0.40], [-0.48, 0.37, -0.28], [0.01, 0.06, -0.04], [0.01, 0.04, -0.04], [-0.32, 0.15, 0.79], [-0.02, -0.03, 0.03], [-0.20, 0.01, 0.11], [-0.44, 0.40, -0.07], [-0.02, -0.04, -0.06], [0.00, 0.00, -0.02], [0.30, -0.14, -0.18], [0.01, 0.00, 0.01], [0.00, 0.00, 0.00], [-0.08, -0.12, -0.04], [0.20, 0.04, -0.31], [0.18, 0.15, -0.04], [0.01, 0.01, 0.00], [0.01, 0.00, 0.00], [0.06, 0.09, 0.15], [0.01, -0.07, 0.02], [0.00, 0.00, 0.00], [-0.08, 0.09, -0.05], [0.00, 0.00, 0.00], [-0.01, 0.00, -0.03], [0.00, 0.01, -0.01], [0.01, -0.02, 0.01], [0.00, 0.00, 0.00], [-0.01, -0.02, 0.00], [0.00, 0.00, 0.00], [0.00, 0.00, 0.00]], "nbo_charge": [1.128, 0.033, 2.522, 0.111, -0.936, -0.993, -0.751, -0.915, -0.902, -0.310, -0.320, -0.331, -0.317, -0.172, -0.210, 0.280, -0.251, -0.287, -0.177, -0.188, 0.277, -0.099, -0.213, 0.386, 0.232, 0.180, 0.243, 0.165, 0.215, 0.160, 0.221, 0.219]}


{"formula": "C5H10O2", "method": "wB97M-V/def2-TZVPD", "e_above_lowest_kj_mol": 286.10, "e_tot_ev": -9440.078, "smiles": "OC[C@H]1CCOC1", "homo_energy_ev": -9.76, "species": ["O", "O", "C", "C", "C", "C", "C", "H", "H", "H", "H", "H", "H", "H", "H", "H", "H"], "coordinates": [[0.47371, 1.80201, -0.19155], [-1.23863, -1.97029, -0.97596], [1.55453, 0.90445, -0.36673], [1.00856, -0.49757, -0.05918], [-1.56312, -0.83833, -0.24974], [-0.27123, -0.25679, 0.70908], [-0.39579, 1.28160, 0.80212], [-0.36152, -0.79474, 1.66254], [1.71039, -1.22840, 0.33751], [-2.32256, -1.00362, 0.52641], [2.40153, 1.16989, 0.28789], [-0.16625, 1.70723, 1.79458], [-0.24557, -1.75375, -1.34302], [-1.41164, 1.60121, 0.53587], [-1.81807, 0.00225, -0.91762], [0.75763, -1.10264, -1.14791], [1.88801, 0.97748, -1.40427]], "atomic_forces_ev_per_a": [[-0.01, -0.12, -0.07], [2.43, 0.32, -0.80], [0.27, -0.31, -0.16], [-0.26, -1.24, -2.45], [1.77, 1.52, 1.53], [-1.76, -0.82, -1.36], [-0.23, -0.31, 0.09], [0.29, 0.30, -0.27], [0.08, 0.38, 0.43], [-0.13, -0.31, -0.72], [-0.23, -0.10, -0.01], [0.13, -0.31, -0.20], [-3.63, -1.11, 1.02], [0.16, 0.02, 0.13], [-0.17, -0.17, 0.26], [1.24, 2.11, 2.45], [0.04, 0.15, 0.14]], "nbo_charge": [-0.524, -0.703, -0.079, -0.356, -0.037, -0.291, -0.073, 0.221, 0.233, 0.183, 0.169, 0.172, 0.437, 0.188, 0.151, 0.117, 0.194]}


Copy entry 6 word for word.
{"formula": "C5H10O2", "method": "wB97M-V/def2-TZVPD", "e_above_lowest_kj_mol": 286.10, "e_tot_ev": -9440.078, "smiles": "OC[C@H]1CCOC1", "homo_energy_ev": -9.76, "species": ["O", "O", "C", "C", "C", "C", "C", "H", "H", "H", "H", "H", "H", "H", "H", "H", "H"], "coordinates": [[0.47371, 1.80201, -0.19155], [-1.23863, -1.97029, -0.97596], [1.55453, 0.90445, -0.36673], [1.00856, -0.49757, -0.05918], [-1.56312, -0.83833, -0.24974], [-0.27123, -0.25679, 0.70908], [-0.39579, 1.28160, 0.80212], [-0.36152, -0.79474, 1.66254], [1.71039, -1.22840, 0.33751], [-2.32256, -1.00362, 0.52641], [2.40153, 1.16989, 0.28789], [-0.16625, 1.70723, 1.79458], [-0.24557, -1.75375, -1.34302], [-1.41164, 1.60121, 0.53587], [-1.81807, 0.00225, -0.91762], [0.75763, -1.10264, -1.14791], [1.88801, 0.97748, -1.40427]], "atomic_forces_ev_per_a": [[-0.01, -0.12, -0.07], [2.43, 0.32, -0.80], [0.27, -0.31, -0.16], [-0.26, -1.24, -2.45], [1.77, 1.52, 1.53], [-1.76, -0.82, -1.36], [-0.23, -0.31, 0.09], [0.29, 0.30, -0.27], [0.08, 0.38, 0.43], [-0.13, -0.31, -0.72], [-0.23, -0.10, -0.01], [0.13, -0.31, -0.20], [-3.63, -1.11, 1.02], [0.16, 0.02, 0.13], [-0.17, -0.17, 0.26], [1.24, 2.11, 2.45], [0.04, 0.15, 0.14]], "nbo_charge": [-0.524, -0.703, -0.079, -0.356, -0.037, -0.291, -0.073, 0.221, 0.233, 0.183, 0.169, 0.172, 0.437, 0.188, 0.151, 0.117, 0.194]}